A cluster of 2 separate species, C8H8N4O4 in total at a distorted geometry, computed with the ωB97M-V functional and the def2-TZVPD basis.

Values from the calculation:
- highest occupied orbital energy (eV) = -9.5060
- SMILES = O=c1cc[nH]c(=O)[nH]1.O=c1cc[nH]c(=O)[nH]1
- LUMO level (hartree) = 0.011
- energy above the lowest of the compared OMol25 structures with the same formula, charge and spin (kcal per mole) = 44.9

```
24
Properties=species:S:1:pos:R:3:forces:R:3
O -1.62509 -1.19081 3.29329 1.588 -0.736 -1.278
C -0.52405 -1.10331 2.77701 0.881 2.117 -0.363
C 0.48503 -0.01311 3.09904 -1.206 -1.094 2.247
C 1.74138 -0.11194 2.63955 -2.300 0.542 0.493
N 2.08930 -1.01844 1.74003 0.883 -2.056 -2.852
C 1.22220 -1.94167 1.10253 0.962 1.432 1.178
O 1.59506 -2.64957 0.20131 -0.360 -0.037 -0.178
N -0.03276 -1.87821 1.63300 -2.824 -1.093 -0.045
H 0.21621 0.61515 3.99456 0.346 -0.544 -1.416
H 2.51428 0.54684 2.86179 1.029 1.217 0.713
H 2.88799 -0.81401 1.14887 0.082 -0.345 0.371
H -0.71805 -2.48115 1.11307 0.873 0.592 1.177
O -0.14047 2.72949 -3.98023 -1.090 -2.147 1.560
C -0.56045 1.87438 -3.16452 0.029 1.668 -1.836
C -1.17307 0.57760 -3.46582 1.481 -1.904 -0.350
C -1.07950 -0.40492 -2.50387 -0.577 2.041 -1.450
N -0.75508 -0.01733 -1.24962 0.556 2.687 1.527
C -0.54929 1.31057 -0.70423 0.231 0.984 -3.382
O -0.34139 1.69411 0.42183 -0.434 -1.420 -0.623
N -0.52904 2.19864 -1.82164 0.463 0.846 1.404
H -1.21659 0.26457 -4.51646 -0.313 0.386 0.516
H -1.27211 -1.47892 -2.63809 0.086 0.700 -0.038
H -0.83679 -0.64122 -0.53749 -0.151 -2.358 2.251
H -0.26020 3.20478 -1.70631 -0.236 -1.477 0.376
```
Forces are in eV/Å.

***

A structure of composition C8H8N4OZn at a distorted geometry, computed with the ωB97M-V functional and the def2-TZVPD basis.

Values from the calculation:
- highest occupied orbital energy (spin up / spin down) (eV) = -5.8603 / -4.7719
- LUMO level (spin up / spin down) (hartree) = -0.004 / -0.004
- energy above the lowest of the compared OMol25 structures with the same formula, charge and spin (kcal per mole) = 13.3

```
22
Properties=species:S:1:pos:R:3:forces:R:3
Zn 1.12230 0.02204 -1.51788 -0.760 0.069 -0.411
N -1.26729 1.86191 1.21626 0.415 -0.485 -0.201
C -1.04486 3.09961 0.68124 0.116 0.265 -0.083
C 0.09711 2.99742 -0.05567 -0.279 0.343 0.056
N 0.57479 1.72921 0.00184 -0.060 -1.128 0.171
C -0.26537 1.05033 0.76937 -0.238 1.388 -0.139
C -0.14643 -0.34539 1.00519 0.078 -1.352 0.395
N 0.77081 -1.09733 0.41616 -0.414 1.016 0.082
C 0.53290 -2.37043 0.81590 -0.153 -0.346 0.206
C -0.53159 -2.40253 1.66845 0.198 -0.232 -0.045
N -0.95514 -1.10858 1.79509 0.160 0.441 -0.300
H -2.06536 1.59419 1.76512 0.020 0.036 -0.039
H -1.70732 3.91964 0.86074 -0.090 0.191 0.057
H 0.59835 3.76257 -0.61295 0.045 0.123 -0.137
H 1.13940 -3.18250 0.47255 0.087 -0.204 -0.091
H -1.01049 -3.21050 2.18292 -0.046 -0.120 0.077
H -1.73843 -0.79922 2.34777 0.120 -0.063 -0.085
C -0.15237 -0.52170 -2.90495 0.618 0.283 0.241
H 0.07776 -1.57451 -3.13232 -0.060 -0.015 0.083
H 0.02858 0.01282 -3.84989 -0.240 0.085 0.089
O 2.90896 -2.27425 -2.09685 0.277 0.666 0.175
C 3.03368 -1.16280 -1.82808 0.205 -0.962 -0.101
```
Forces are in eV/Å.

***

The ion C8H8N5O with charge +1 at a distorted geometry, computed with the ωB97M-V functional and the def2-TZVPD basis.

Values from the calculation:
- highest occupied orbital energy (spin up / spin down) (eV) = -11.5830 / -11.5835
- SMILES = [NH2+]=C=NCn1nc2ccccc2[n+]1[O-]
- LUMO level (spin up / spin down) (hartree) = -0.159 / -0.159
- charge = +1
- energy above the lowest of the compared OMol25 structures with the same formula, charge and spin (kcal per mole) = 55.7

```
22
Properties=species:S:1:pos:R:3:forces:R:3
N 2.62650 -1.24625 -2.97348 3.412 2.860 -3.271
C 1.58949 -0.53091 -2.97306 -3.331 4.245 0.728
N 0.78771 0.34484 -2.97430 3.387 -3.240 -1.485
C -0.33356 0.93867 -2.42798 -0.402 3.102 -0.090
N -0.35161 0.66077 -1.01283 -0.336 0.678 0.227
N -0.70328 1.58266 -0.18455 0.030 1.577 1.635
C -0.68229 1.01181 1.03541 -0.708 -0.633 -0.804
C -1.07207 1.53404 2.29186 0.304 -0.534 0.197
C -1.11116 0.61695 3.28029 0.214 1.741 3.048
C -0.67180 -0.70617 3.24900 -0.957 0.981 -0.271
C -0.43425 -1.25563 2.07283 0.359 -1.530 -2.531
C -0.41647 -0.39712 0.90853 0.032 1.446 0.198
N -0.15500 -0.52164 -0.42662 0.127 -1.032 0.589
O 0.30296 -1.49786 -1.08993 0.215 -1.153 -0.673
H 3.46764 -1.02874 -3.62716 -2.001 -0.375 1.591
H 2.53940 -2.11516 -2.63202 -0.220 -4.099 1.575
H -0.37028 2.11732 -2.72147 0.418 -2.725 1.511
H -1.21414 0.59669 -2.89589 -1.029 -0.950 -0.557
H -1.22884 2.55477 2.57403 -0.378 0.441 -0.613
H -1.39069 0.93370 4.30924 0.090 0.194 -0.935
H -0.69633 -1.26128 4.14453 -0.057 -0.729 0.719
H -0.48194 -2.33149 2.07355 0.832 -0.264 -0.788
```
Forces are in eV/Å.

***

A structure of composition C8H8N5O4PtS at a distorted geometry, computed with the ωB97M-V functional and the def2-TZVPD basis.

Values from the calculation:
- highest occupied orbital energy (spin up / spin down) (eV) = -3.2051 / -3.2029
- LUMO level (spin up / spin down) (hartree) = 0.077 / 0.077
- charge = -1
- energy above the lowest of the compared OMol25 structures with the same formula, charge and spin (kcal per mole) = 24.7

```
27
Properties=species:S:1:pos:R:3:forces:R:3
Pt -0.65964 -0.13390 1.03366 -0.348 0.339 0.307
N -3.32936 3.29361 0.81112 0.176 -0.297 -0.378
C -2.45161 2.23670 0.68356 -0.238 -0.783 1.580
S -2.35852 1.16521 2.05516 0.424 -0.121 -0.709
N -1.78001 2.09818 -0.41845 -0.242 1.444 -1.689
N -0.94305 1.08044 -0.48022 1.089 -1.632 -0.444
C -0.23071 0.79524 -1.57256 -1.915 2.040 1.033
C 0.61838 -0.30898 -1.51521 1.457 -2.263 0.741
C 1.45464 -0.76083 -2.56769 -0.815 0.899 0.406
C 2.23127 -1.86960 -2.39949 0.265 -0.764 0.762
C 2.19857 -2.56089 -1.17194 -0.020 0.457 -0.793
C 1.38074 -2.07945 -0.17208 0.277 -0.358 0.303
N 0.61605 -1.01037 -0.31913 -0.592 0.863 -1.129
H -4.03091 3.13414 1.52001 0.100 0.100 -0.114
H -3.68368 3.64238 -0.06770 0.071 0.073 0.047
H -0.33335 1.42175 -2.44589 0.029 0.082 -0.060
H 1.45771 -0.20542 -3.49437 0.023 0.036 -0.064
H 2.87558 -2.21527 -3.19705 -0.015 -0.004 -0.043
H 2.78988 -3.44935 -1.01826 0.029 -0.034 0.074
H 1.33367 -2.56455 0.79440 -0.070 0.121 0.055
O 0.79453 1.78276 1.50968 0.165 1.069 -0.009
C 1.72839 1.17875 2.07165 0.716 1.466 0.155
O 1.86761 -0.02629 2.23047 0.356 -1.346 0.254
H 2.54190 1.86312 2.46322 -0.100 -0.297 -0.017
O -0.60687 -1.71076 2.50884 0.512 1.379 -0.546
N -1.45234 -2.54087 2.11106 -1.500 -1.216 -0.989
O -2.02887 -2.25576 1.04721 0.165 -1.251 1.266
```
Forces are in eV/Å.

***

The ion C8H8NO2S with charge -1 at a distorted geometry, computed with the ωB97M-V functional and the def2-TZVPD basis.

Values from the calculation:
- highest occupied orbital energy (spin up / spin down) (eV) = -3.2438 / -4.1492
- LUMO level (spin up / spin down) (hartree) = 0.087 / 0.113
- charge = -1
- energy above the lowest of the compared OMol25 structures with the same formula, charge and spin (kcal per mole) = 46.3

```
20
Properties=species:S:1:pos:R:3:forces:R:3
C -0.34389 2.81554 -1.66370 -0.483 1.588 -3.019
C -0.31591 1.56487 -2.23933 -0.097 0.211 0.944
C -0.23166 3.08034 -0.35516 -0.256 2.945 1.722
C -0.17668 0.50609 -1.35373 1.166 0.698 -0.472
C -0.21842 2.07573 0.52313 1.610 -1.780 2.850
C -0.06354 0.71109 0.05759 -2.034 2.162 -1.301
C 0.13673 -1.77226 0.43244 1.807 -1.386 -0.383
C -0.17650 -0.39065 0.83765 1.482 -1.557 3.179
N 0.77377 -2.45665 1.56588 -0.128 1.835 -0.189
O -0.29447 -4.75496 1.23763 0.826 0.616 0.296
O 1.05030 -4.24551 3.31621 -0.153 0.526 -1.762
S 0.83387 -3.96505 1.84695 -0.999 -1.968 0.960
H -0.48269 3.69304 -2.29350 0.131 -0.214 -0.275
H -0.41626 1.61554 -3.31447 0.141 -1.030 -0.083
H -0.21459 4.17039 -0.02781 -0.069 -1.590 -0.279
H 0.13192 -0.46040 -1.66389 -0.440 -0.807 -0.639
H -0.05949 2.31424 1.61461 -0.471 -0.557 -1.174
H -0.66742 -2.30184 -0.00594 -1.673 -0.790 0.048
H 0.79840 -1.80780 -0.47211 0.202 0.372 0.664
H -0.06347 -0.39173 1.95753 -0.562 0.726 -1.087
```
Forces are in eV/Å.

***

The ion C8H8NO3 with charge +1 at a distorted geometry, computed with the ωB97M-V functional and the def2-TZVPD basis.

Values from the calculation:
- highest occupied orbital energy (eV) = -13.6753
- SMILES = O=CCc1c[nH+]ccc1C(=O)O
- LUMO level (hartree) = -0.205
- charge = +1
- energy above the lowest of the compared OMol25 structures with the same formula, charge and spin (kcal per mole) = 22.4

```
20
Properties=species:S:1:pos:R:3:forces:R:3
O 3.20172 -0.02128 1.38968 -0.704 0.433 -0.353
C 2.25097 0.65105 1.11044 -0.015 0.156 -0.355
C 1.67490 0.82605 -0.36359 -0.970 -0.624 0.110
C 0.12924 0.53801 -0.25109 -0.396 -0.119 -0.165
C -0.73089 1.64457 0.14468 0.542 -2.756 -0.797
N -2.08550 1.40065 0.29068 1.073 -0.885 -0.215
C -2.66731 0.16144 0.08721 1.577 -1.200 -0.687
C -1.86469 -0.99766 -0.33426 1.492 2.041 0.237
C -0.39506 -0.83405 -0.50922 -1.879 2.589 1.844
C 0.55462 -1.99627 -0.91620 0.285 -1.178 -0.913
O 0.41931 -2.47390 -2.00906 -0.317 0.905 0.600
O 1.57579 -2.48749 -0.13637 -1.663 1.062 0.367
H 1.65069 1.18556 1.92047 0.448 -0.307 -0.711
H 2.13284 0.10229 -1.09249 -0.239 0.651 0.952
H 1.84181 1.85241 -0.78155 -0.115 -0.756 0.646
H -0.27305 2.65117 0.32432 -0.985 -1.009 -0.140
H -2.65866 2.19659 0.58924 0.020 -0.550 -0.165
H -3.76977 0.07317 0.25173 1.243 0.221 -0.184
H -2.33610 -1.98837 -0.52915 0.302 1.071 0.277
H 1.34914 -2.48393 0.81455 0.301 0.254 -0.347
```
Forces are in eV/Å.

***

The molecule C8H8S2 at a distorted geometry, computed with the ωB97M-V functional and the def2-TZVPD basis.

Values from the calculation:
- highest occupied orbital energy (eV) = -8.0590
- SMILES = CC(=C=S)Cc1ccsc1
- LUMO level (hartree) = -0.008
- energy above the lowest of the compared OMol25 structures with the same formula, charge and spin (kcal per mole) = 36.3

```
18
Properties=species:S:1:pos:R:3:forces:R:3
C 2.18249 0.03349 1.32362 2.367 1.600 -1.404
C 1.60572 0.48169 -0.05042 -3.228 1.479 0.293
C 1.24588 1.81736 -0.28250 2.899 -3.395 0.551
S 1.48954 3.30463 -0.66209 -0.634 0.167 -0.035
C 0.59504 -0.57195 -0.66104 0.646 2.182 -0.685
C -0.82899 -0.35538 -0.17817 0.242 -0.931 -0.632
C -1.82704 -0.99218 -0.87689 2.048 -2.612 -3.151
C -3.07986 -0.65253 -0.66679 0.230 0.534 1.523
S -3.09388 0.41447 0.69146 0.013 0.842 0.156
C -1.37922 0.47945 0.69707 2.957 0.770 1.615
H 2.50482 1.00423 1.89465 -1.416 -2.107 -0.188
H 3.22662 -0.36484 1.10951 -1.225 -0.056 0.155
H 1.55842 -0.81299 1.69228 0.447 1.180 0.566
H 0.97072 -1.58538 -0.62622 0.031 -0.310 0.700
H 0.51175 -0.40837 -1.75402 0.248 0.160 0.378
H -1.37023 -1.66800 -1.61491 -1.336 -0.089 -0.258
H -3.87782 -1.00204 -1.22713 -1.710 -0.356 -0.442
H -0.43395 0.87835 1.19158 -2.579 0.940 0.858
```
Forces are in eV/Å.

***

The molecule C8H9BO2 at a distorted geometry, computed with the ωB97M-V functional and the def2-TZVPD basis.

Values from the calculation:
- highest occupied orbital energy (eV) = -8.1345
- SMILES = OBc1cccc2c1OCC2
- LUMO level (hartree) = 0.020
- energy above the lowest of the compared OMol25 structures with the same formula, charge and spin (kcal per mole) = 75.5

```
20
Properties=species:S:1:pos:R:3:forces:R:3
O -2.75417 1.32203 0.76958 0.505 -0.324 1.441
B -2.70382 0.71048 -0.41174 1.354 0.488 -0.844
C -1.45626 -0.26729 -0.60184 3.410 0.441 2.022
C -1.40562 -1.65026 -0.81951 0.005 1.904 -1.174
C -0.15520 -2.31819 -0.84507 -0.931 -2.915 -0.146
C 1.00052 -1.80560 -0.34368 1.259 -0.314 1.438
C 1.05637 -0.47924 0.13764 2.153 -1.065 0.757
C 0.04075 0.30958 -0.07820 -5.758 2.033 -1.391
O 0.34368 1.68503 0.18099 -3.517 -1.421 -1.713
C 1.59735 1.80228 0.67156 2.418 -0.675 3.250
C 2.21977 0.36967 0.71324 0.583 -0.163 -1.620
H -3.33789 2.05459 0.93072 -0.479 0.247 -0.303
H -3.37184 1.18983 -1.26392 -0.419 -0.528 -0.462
H -2.30327 -2.22193 -1.17239 0.830 0.749 0.552
H -0.26510 -3.41885 -1.16805 0.735 1.785 0.600
H 1.91251 -2.38646 -0.07814 -0.880 -0.026 -0.911
H 1.52905 2.22851 1.73984 0.235 -0.396 -1.473
H 2.29918 2.39471 0.08696 -0.569 0.586 -0.231
H 2.76816 0.12120 1.64175 -0.875 -0.254 -0.319
H 2.98583 0.35991 -0.08972 -0.058 -0.151 0.526
```
Forces are in eV/Å.